Record 1
DFT (wB97M-V/def2-TZVPD) results for 3 unconnected molecules or ions with the total composition C7H13NO2.

Each line ends with the natural charge from an NBO analysis.
Cartesian coordinates (Å):
C  1.849  0.610  0.890  0.191
C  -0.510  1.809  -0.454  -0.688
C  -0.204  0.844  0.646  -0.130
C  -0.722  0.936  1.870  -0.403
O  2.145  -0.458  1.494  -0.717
H  1.093  -1.468  1.318  0.515
H  2.010  0.700  -0.195  0.127
H  1.934  1.564  1.423  0.148
H  0.377  2.395  -0.715  0.218
H  -0.809  1.297  -1.374  0.209
H  -1.303  2.514  -0.183  0.207
H  -0.445  0.221  2.640  0.206
H  -1.428  1.715  2.158  0.183
C  -0.314  -1.244  0.046  0.622
N  -1.671  -1.408  -0.126  -0.799
C  0.537  -1.212  -1.164  -0.271
C  0.109  -1.160  -2.421  -0.353
O  0.159  -1.862  1.113  -0.684
H  -2.096  -0.825  -0.829  0.384
H  -2.181  -1.398  0.746  0.400
H  1.597  -1.270  -0.950  0.231
H  -0.940  -1.149  -2.689  0.191
H  0.813  -1.152  -3.244  0.212

Force components x, y, z for each atom (eV/Å):
-0.1001 -0.3527 0.0883
-0.0390 0.0666 0.0230
0.0469 -0.3629 0.0554
0.0708 0.0259 -0.2097
-0.0667 0.2823 -0.1475
-0.0659 0.0328 -0.0788
-0.0524 -0.0155 0.0069
-0.0584 -0.0481 -0.0132
-0.0137 -0.0235 0.0155
-0.0005 -0.0051 0.0154
0.0386 -0.0302 -0.0006
0.0091 -0.0179 -0.0001
0.0243 0.0002 -0.0214
-0.0022 0.0831 0.4015
0.1560 0.0750 0.0010
0.0242 0.1133 -0.2206
0.0175 -0.0136 0.2430
-0.1022 0.1874 -0.2499
0.0510 -0.0081 -0.0042
0.0470 0.0065 -0.0105
0.0201 0.0092 0.0144
-0.0086 0.0021 0.0473
0.0041 -0.0068 0.0446

Output
HOMO-LUMO gap: 7.98 eV
LUMO energy: -0.25 eV
strongest force on any atom: 0.4 eV/A
multiplicity: 1

Record 2
DFT (wB97M-V/def2-TZVPD) results for a single C6H9NO2 molecule at a distorted geometry.

Each line ends with the natural charge from an NBO analysis.
Cartesian coordinates (Å):
C  -1.548  -1.304  -0.886  -0.621
C  -0.644  -0.148  -0.897  0.128
C  -0.429  0.607  0.395  0.022
C  1.250  1.210  1.783  0.017
C  1.588  -0.086  1.905  0.024
C  0.653  -0.348  -0.162  0.006
H  -2.586  -0.966  -1.009  0.219
H  -1.310  -1.955  -1.735  0.223
H  -1.566  -1.919  0.020  0.232
H  -0.186  1.562  -1.979  0.379
H  -0.236  0.145  -2.883  0.362
H  -1.037  0.179  1.198  0.189
H  1.579  1.987  2.474  0.210
H  2.236  -0.421  2.746  0.217
H  1.471  0.140  -0.710  0.188
N  -0.664  0.661  -2.117  -0.806
O  0.336  1.725  0.832  -0.494
O  1.094  -1.070  1.024  -0.496

Force components x, y, z for each atom (eV/Å):
-2.1865 -0.4587 -0.1988
0.4305 1.2681 -0.4508
1.5017 -0.6635 0.0011
-0.5825 0.2007 -0.3063
-0.5808 0.1369 -0.3013
0.2301 0.3272 1.6880
0.1067 -0.0871 -0.2025
0.0360 0.0907 0.1519
0.5643 0.2881 -0.0528
-0.2303 -0.7603 -0.0935
-0.0436 0.2779 0.0023
0.4556 0.0512 -0.0434
0.0606 -0.3424 -0.2929
-0.6488 0.0288 -1.0448
-0.1460 0.0615 0.7524
0.6287 -0.6808 0.6603
-0.4847 0.6181 0.4021
0.8892 -0.3564 -0.6710

Output
structure (SMILES): CC1(N)[C@@H]2OC=CO[C@H]21
HOMO-LUMO gap: 9.56 eV
LUMO energy: 0.96 eV
strongest force on any atom: 2.2 eV/A
multiplicity: 1

Which formula does entry 2 have? C6H9NO2

Repeat the second record exactly.
DFT (wB97M-V/def2-TZVPD) results for a single C6H9NO2 molecule at a distorted geometry.

Each line ends with the natural charge from an NBO analysis.
Cartesian coordinates (Å):
C  -1.548  -1.304  -0.886  -0.621
C  -0.644  -0.148  -0.897  0.128
C  -0.429  0.607  0.395  0.022
C  1.250  1.210  1.783  0.017
C  1.588  -0.086  1.905  0.024
C  0.653  -0.348  -0.162  0.006
H  -2.586  -0.966  -1.009  0.219
H  -1.310  -1.955  -1.735  0.223
H  -1.566  -1.919  0.020  0.232
H  -0.186  1.562  -1.979  0.379
H  -0.236  0.145  -2.883  0.362
H  -1.037  0.179  1.198  0.189
H  1.579  1.987  2.474  0.210
H  2.236  -0.421  2.746  0.217
H  1.471  0.140  -0.710  0.188
N  -0.664  0.661  -2.117  -0.806
O  0.336  1.725  0.832  -0.494
O  1.094  -1.070  1.024  -0.496

Force components x, y, z for each atom (eV/Å):
-2.1865 -0.4587 -0.1988
0.4305 1.2681 -0.4508
1.5017 -0.6635 0.0011
-0.5825 0.2007 -0.3063
-0.5808 0.1369 -0.3013
0.2301 0.3272 1.6880
0.1067 -0.0871 -0.2025
0.0360 0.0907 0.1519
0.5643 0.2881 -0.0528
-0.2303 -0.7603 -0.0935
-0.0436 0.2779 0.0023
0.4556 0.0512 -0.0434
0.0606 -0.3424 -0.2929
-0.6488 0.0288 -1.0448
-0.1460 0.0615 0.7524
0.6287 -0.6808 0.6603
-0.4847 0.6181 0.4021
0.8892 -0.3564 -0.6710

Output
structure (SMILES): CC1(N)[C@@H]2OC=CO[C@H]21
HOMO-LUMO gap: 9.56 eV
LUMO energy: 0.96 eV
strongest force on any atom: 2.2 eV/A
multiplicity: 1